(1)
160
Properties=species:S:1:pos:R:3 method="wB97M-V/def2-TZVPD" homo_ev=-7.933 fmax_ev_per_a=3.2
C 6.86 3.21 0.12
C 6.20 2.22 -0.86
O 5.89 0.96 -0.25
B 4.55 0.82 0.08
O 3.99 1.91 0.76
C 3.74 -0.50 -0.27
C 4.43 -1.73 -0.34
C 5.93 -1.87 -0.05
C 6.27 -3.23 0.58
N 5.70 -3.68 1.62
C 3.74 -2.91 -0.66
C 2.34 -2.87 -0.87
P 1.39 -4.41 -1.21
N 0.52 -4.76 0.10
C 1.62 -1.66 -0.81
C 2.34 -0.49 -0.50
S 1.39 1.03 -0.36
C -0.17 0.38 0.26
C -0.96 1.19 1.11
C -0.46 2.60 1.42
C -1.56 3.45 2.09
C -1.14 4.94 2.15
C -2.09 5.84 1.33
S -2.05 5.54 -0.44
O -3.04 6.40 -1.07
O -2.31 4.16 -0.77
O -0.62 6.00 -1.01
C -2.15 0.64 1.60
C -2.53 -0.66 1.23
C -3.83 -1.25 1.78
C -4.90 -1.38 0.65
C -5.31 -2.83 0.37
F -4.40 -3.47 -0.39
F -6.50 -2.85 -0.29
F -5.49 -3.56 1.50
C -1.76 -1.44 0.36
C -0.55 -0.91 -0.12
N 0.21 -1.74 -1.02
C -0.22 -1.59 -2.43
C -0.27 -0.16 -3.00
C -1.15 -0.18 -4.29
N -0.46 -0.82 -5.44
H 7.75 3.69 -0.30
H 6.17 4.03 0.35
H 7.17 2.73 1.06
H 6.92 2.01 -1.66
H 5.30 2.66 -1.33
H 3.27 1.58 1.32
H 6.20 -1.13 0.72
H 6.58 -1.65 -0.91
H 7.05 -3.88 0.15
H 5.00 -3.00 1.95
H 4.24 -3.87 -0.71
H 2.25 -5.48 -1.55
H 0.51 -4.20 -2.29
H 0.72 -4.04 0.79
H -0.15 3.04 0.45
H 0.46 2.50 2.02
H -1.68 3.05 3.11
H -2.48 3.29 1.52
H -1.18 5.27 3.19
H -0.11 5.12 1.78
H -1.73 6.88 1.45
H -3.12 5.83 1.69
H -0.82 6.56 -1.78
H -2.79 1.23 2.25
H -3.57 -2.22 2.22
H -4.18 -0.62 2.60
H -4.57 -0.92 -0.28
H -5.82 -0.90 1.01
H -2.10 -2.44 0.08
H 0.50 -2.15 -3.05
H -1.19 -2.10 -2.57
H 0.71 0.25 -3.28
H -0.77 0.57 -2.34
H -1.52 0.83 -4.51
H -2.05 -0.77 -4.02
H -0.04 -0.06 -5.98
H -1.20 -1.18 -6.04
O 3.44 -6.10 1.54
H 4.01 -5.34 1.41
H 2.55 -5.73 1.60
O -1.46 -7.19 -0.82
H -1.59 -7.65 0.01
H -0.97 -6.39 -0.57
O 8.64 -4.81 -1.59
H 8.02 -5.55 -1.56
H 9.50 -5.24 -1.64
O -2.80 6.41 4.24
H -2.54 7.30 4.48
H -3.16 6.04 5.06
O -6.13 6.62 -0.07
H -6.01 7.33 0.58
H -5.26 6.50 -0.46
O -8.31 4.42 0.85
H -7.76 5.19 0.63
H -9.18 4.80 1.02
O -7.36 -5.18 -1.64
H -7.21 -4.44 -1.04
H -6.48 -5.37 -2.00
O 4.39 1.66 3.74
H 4.47 1.79 2.79
H 5.03 2.28 4.11
O -4.58 -6.34 -1.04
H -4.94 -6.95 -0.40
H -3.62 -6.43 -0.95
O 4.17 -3.38 -3.62
H 4.07 -2.88 -4.43
H 5.12 -3.54 -3.56
O -3.85 -2.44 -4.41
H -4.16 -3.08 -3.76
H -4.65 -2.01 -4.72
O -2.18 -2.61 -7.22
H -3.05 -2.40 -6.88
H -2.34 -3.27 -7.90
O -10.12 6.09 3.02
H -9.92 6.70 3.74
H -9.89 5.22 3.38
O -0.48 4.81 -4.25
H -0.21 5.70 -4.01
H -0.84 4.44 -3.43
O -4.50 3.53 3.32
H -4.97 4.11 2.71
H -5.20 3.04 3.76
O 2.24 -1.01 -7.68
H 1.36 -0.80 -7.35
H 2.08 -1.69 -8.35
O -4.26 -5.24 3.80
H -4.72 -4.64 3.20
H -4.97 -5.73 4.24
O 8.93 5.09 1.09
H 8.86 5.64 0.30
H 9.86 4.88 1.15
O 7.03 0.34 4.61
H 6.68 -0.28 5.25
H 6.25 0.80 4.27
O -1.78 -3.05 3.57
H -2.43 -3.77 3.60
H -0.93 -3.50 3.52
O -6.30 3.53 5.93
H -6.45 3.01 6.73
H -5.84 4.32 6.23
O 7.14 7.15 2.19
H 6.46 6.47 2.23
H 7.96 6.65 2.13
O 9.97 -1.22 4.83
H 9.63 -1.85 5.47
H 9.19 -0.77 4.50
O 7.46 4.87 -2.46
H 6.59 5.14 -2.16
H 7.29 4.23 -3.16
O -9.05 -7.70 -2.07
H -9.21 -8.15 -1.24
H -8.54 -6.92 -1.82
O 1.79 -2.96 -5.16
H 1.99 -3.00 -6.10
H 1.20 -2.20 -5.07
O -5.43 -2.33 4.67
H -6.06 -3.06 4.70
H -4.57 -2.78 4.62

=====

(2)
13
Properties=species:S:1:pos:R:3 method="wB97M-V/def2-TZVPD" homo_ev=-9.586 fmax_ev_per_a=3.9 de_lowest_kj_mol=436.04
C -1.16 0.59 -0.32
C -1.02 -0.93 -0.37
O 0.32 -1.33 -0.71
C 1.25 -0.51 -0.22
N 2.48 -0.78 -0.22
C 0.81 0.79 0.37
N 1.04 1.76 0.99
H -1.14 1.02 -1.32
H -2.03 0.87 0.26
H -0.47 1.34 0.41
H -1.65 -1.38 -1.14
H -1.28 -1.39 0.59
H 2.99 0.01 0.18

=====

(3)
32
Properties=species:S:1:pos:R:3 method="wB97M-V/def2-TZVPD" homo_ev=-9.681 fmax_ev_per_a=1.4 de_lowest_kj_mol=117.65
C -0.19 -2.55 -0.06
C -0.22 -1.24 0.19
C -0.16 -0.53 1.48
C 0.89 -0.34 2.25
C -1.48 0.05 1.91
C -2.14 1.03 1.31
C -3.42 1.68 1.76
H 0.01 -3.01 -1.02
H -0.18 -3.19 0.81
H -0.42 -0.55 -0.61
H 1.87 -0.79 2.09
H 0.93 0.38 3.07
H -1.91 -0.42 2.79
H -1.80 1.39 0.34
H -4.20 1.59 0.99
H -3.76 1.21 2.68
H -3.24 2.74 1.96
O 2.07 1.27 -0.67
H 1.61 0.50 -0.36
H 1.59 2.10 -0.56
O 3.01 -2.90 1.08
H 3.11 -3.62 0.45
H 2.59 -2.19 0.59
O 0.25 3.31 0.24
H -0.11 3.32 1.15
H -0.52 3.08 -0.29
O 1.45 0.60 -3.38
H 1.89 0.77 -4.22
H 2.09 0.44 -2.68
O 0.28 -1.63 -4.69
H -0.65 -1.51 -4.48
H 0.77 -1.00 -4.13

=====

(4)
18
Properties=species:S:1:pos:R:3 method="wB97M-V/def2-TZVPD" homo_ev=-6.788 fmax_ev_per_a=6.8
C 0.33 2.04 -0.22
O 1.55 1.37 -0.67
C 2.21 0.58 0.29
C 1.65 -0.83 0.45
O 0.37 -0.93 0.99
H -0.18 2.33 -1.15
H 0.64 3.00 0.24
H 2.23 1.10 1.26
H 3.26 0.49 -0.04
H 2.38 -1.39 1.07
H 1.67 -1.30 -0.56
Pb -0.80 0.65 1.03
O -2.56 -0.28 0.39
H -3.32 -0.53 0.93
C -2.35 -1.36 -0.74
H -2.06 -2.39 -0.97
H -3.41 -1.62 -0.87
H -1.60 -0.94 -1.43

=====

(5)
14
Properties=species:S:1:pos:R:3 method="wB97M-V/def2-TZVPD" homo_ev=-10.218 fmax_ev_per_a=4.4 de_lowest_kj_mol=0.00
Cl 2.96 0.06 -1.65
C 1.47 -0.54 -0.91
C 0.49 0.56 -0.61
Br 0.31 1.56 -2.30
C -1.17 0.18 0.01
Cl -1.60 -1.28 -0.98
C -1.11 -0.13 1.52
Cl -0.26 -1.59 1.93
Cl -0.35 1.25 2.36
Cl -2.76 -0.09 2.27
H 1.84 -1.19 -0.09
H 1.06 -1.12 -1.68
H 1.02 1.34 0.20
H -1.90 0.99 -0.07

=====

(6)
30
Properties=species:S:1:pos:R:3 method="wB97M-V/def2-TZVPD" homo_ev=-3.481 fmax_ev_per_a=2.3 de_lowest_kj_mol=155.67 total_charge=-1
C 1.43 -0.15 0.53
C 1.85 1.34 0.57
S 1.89 1.88 -1.18
N 1.29 -0.88 1.78
C 0.07 -0.44 2.49
N -1.00 -1.41 2.26
H 2.14 -0.67 -0.12
H 0.51 -0.19 -0.06
H 0.97 1.83 0.97
H 2.86 1.37 0.98
H 2.08 -0.83 2.41
H 0.22 -0.42 3.57
H -0.28 0.51 2.10
H -0.55 -2.33 2.19
H -1.38 -1.33 1.33
H 1.55 -1.30 -2.76
H 0.43 -0.29 -2.60
O 0.68 -1.18 -2.37
H -0.57 -3.15 -0.98
H -0.76 -1.82 -0.72
O -1.20 -2.64 -0.44
H -2.33 0.35 2.98
H -2.56 1.40 1.79
O -2.66 1.21 2.72
H -0.41 1.87 -2.16
H 0.22 3.19 -2.37
O -0.61 2.73 -2.55
H -0.74 1.01 -3.55
H -1.93 0.20 -3.11
O -1.18 0.16 -3.72

=====

Frontier orbital gap list, top to bottom, in eV: 7.592, 10.165, 10.079, 6.867, 10.531, 6.692
DFT total energy list, top to bottom, in hartree: -5134.23086, -340.62883, -654.82946, -576.75445, -5029.74125, -1009.61394